Density functional theory data (wB97M-V/def2-TZVPD) for 6 unconnected molecules or ions with the total composition C34H78ClNO10S at a distorted geometry.

```
! wB97M-V def2-TZVPD RIJCOSX def2/J DEFGRID3
* xyz 0 1
C -2.970 3.129 1.435
C -3.281 3.770 0.073
C -2.982 2.837 -1.119
C -4.093 2.801 -2.181
C -4.971 1.554 -2.094
C -4.257 0.250 -2.428
C -3.527 0.256 -3.771
C -2.984 -1.142 -4.072
C -1.811 -1.248 -5.063
C -1.046 0.035 -5.387
C 0.166 0.349 -4.515
C -0.073 0.252 -3.001
C 0.027 -1.164 -2.386
C 0.825 -1.187 -1.077
Cl 1.720 -2.712 -0.882
O 1.254 -0.566 -4.890
S 2.600 0.129 -4.323
O 3.675 0.047 -5.240
O 2.862 -0.364 -3.015
O 2.048 1.656 -4.186
C 0.822 1.677 -4.986
C 0.025 2.947 -4.941
C -0.623 3.297 -3.607
N -1.345 4.577 -3.808
O 1.262 1.420 -6.302
C 1.950 2.500 -6.957
C 3.002 1.910 -7.870
H -2.622 3.881 2.140
H -2.160 2.408 1.337
H -3.860 2.647 1.833
H -2.648 4.652 -0.017
H -4.309 4.125 0.050
H -2.093 3.246 -1.608
H -2.710 1.840 -0.778
H -4.734 3.668 -2.015
H -3.704 2.913 -3.194
H -5.886 1.651 -2.679
H -5.305 1.474 -1.053
H -4.954 -0.588 -2.390
H -3.501 0.051 -1.664
H -2.749 1.016 -3.713
H -4.232 0.591 -4.537
H -2.771 -1.625 -3.120
H -3.816 -1.711 -4.489
H -2.179 -1.652 -6.003
H -1.099 -1.982 -4.689
H -0.618 -0.102 -6.379
H -1.682 0.914 -5.455
H -1.083 0.610 -2.814
H 0.580 0.914 -2.439
H -0.981 -1.469 -2.108
H 0.393 -1.918 -3.072
H 0.128 -1.160 -0.242
H 1.479 -0.330 -0.971
H 0.627 3.812 -5.210
H -0.758 2.882 -5.697
H 0.138 3.492 -2.854
H -1.331 2.541 -3.270
H -2.035 4.427 -4.537
H -1.865 4.815 -2.971
H 2.352 3.228 -6.263
H 1.220 3.020 -7.584
H 3.175 2.574 -8.716
H 3.947 1.732 -7.365
H 2.660 0.961 -8.276
C 2.797 -4.734 4.480
C 1.980 -3.663 3.774
C 2.446 -3.451 2.342
O 2.058 -2.433 4.501
H 3.851 -4.441 4.527
H 2.450 -4.870 5.502
H 2.728 -5.692 3.962
H 0.928 -3.949 3.776
H 3.489 -3.120 2.326
H 1.855 -2.681 1.856
H 2.368 -4.369 1.758
H 2.981 -2.161 4.510
C -0.507 -6.349 8.187
C 0.860 -6.994 8.018
C 1.512 -7.278 9.364
O 1.705 -6.149 7.234
H -0.413 -5.393 8.709
H -0.959 -6.149 7.216
H -1.179 -6.990 8.760
H 0.756 -7.925 7.456
H 1.663 -6.346 9.916
H 2.491 -7.737 9.224
H 0.899 -7.944 9.972
H 1.811 -5.319 7.712
C 4.703 -7.815 6.731
C 4.696 -9.310 7.007
C 4.615 -10.111 5.717
O 3.598 -9.645 7.857
H 3.779 -7.515 6.231
H 4.759 -7.253 7.664
H 5.548 -7.533 6.101
H 5.599 -9.589 7.552
H 3.691 -9.875 5.181
H 4.606 -11.181 5.930
H 5.458 -9.894 5.060
H 2.789 -9.407 7.392
C -4.312 6.115 5.992
C -3.484 5.119 5.194
C -2.333 4.566 6.021
O -2.985 5.735 4.007
H -3.697 6.967 6.294
H -5.132 6.502 5.386
H -4.729 5.656 6.889
H -4.120 4.299 4.861
H -1.660 5.373 6.324
H -1.749 3.856 5.435
H -2.694 4.064 6.919
H -2.417 6.467 4.268
C 1.629 7.483 -7.270
C 1.165 6.722 -6.037
C 1.125 7.615 -4.809
O 2.024 5.603 -5.801
H 2.642 7.867 -7.123
H 1.652 6.825 -8.139
H 0.969 8.324 -7.487
H 0.173 6.306 -6.214
H 2.123 8.004 -4.587
H 0.791 7.048 -3.940
H 0.451 8.460 -4.955
H 2.912 5.937 -5.636
*
```

Summary:
Highest occupied orbital energy = -9.8 eV
M = 728.5 g/mol
SMILES = CCCCCCCCCC[C@@]1(CCCCl)OS(=O)(=O)O[C@@]1(CCN)OCC.CC(C)O.CC(C)O.CC(C)O.CC(C)O.CC(C)O
Kohn-Sham gap = 10.38 eV

---

Density functional theory data (wB97M-V/def2-TZVPD) for 19 unconnected molecules or ions with the total composition C57H145N13O37P6 at a distorted geometry.

```
! wB97M-V def2-TZVPD RIJCOSX def2/J DEFGRID3
* xyz 0 1
C -3.447 -1.708 5.521
O -4.542 -1.633 4.657
P -4.257 -1.114 3.182
O -5.482 -0.750 2.372
O -3.206 0.089 3.405
C -3.588 1.361 3.830
O -3.274 -2.310 2.573
C -3.013 -2.368 1.162
H -3.292 -2.694 5.958
H -3.662 -0.915 6.238
H -2.495 -1.467 5.048
H -3.183 1.449 4.838
H -4.661 1.480 3.979
H -3.292 2.175 3.168
H -1.943 -2.502 0.999
H -3.334 -1.407 0.759
H -3.588 -3.157 0.677
C -1.313 7.089 -0.910
O -2.292 7.573 0.066
P -2.941 6.689 1.282
O -4.083 7.283 2.006
O -1.546 6.301 2.025
C -0.530 7.289 2.316
O -3.281 5.313 0.479
C -4.228 4.437 1.023
H -0.468 7.760 -0.756
H -1.734 7.370 -1.875
H -1.024 6.060 -0.693
H -0.968 8.250 2.585
H 0.191 7.432 1.511
H 0.042 7.022 3.205
H -3.768 3.449 1.035
H -5.061 4.239 0.348
H -4.614 4.713 2.005
C 4.662 -3.894 -1.190
O 5.132 -5.212 -1.048
P 5.994 -5.887 -2.256
O 7.178 -5.092 -2.714
O 4.935 -6.290 -3.415
C 3.753 -7.003 -3.058
O 6.415 -7.316 -1.671
C 7.478 -7.389 -0.758
H 5.039 -3.362 -0.317
H 3.576 -3.902 -1.291
H 4.987 -3.369 -2.088
H 3.606 -7.283 -2.015
H 3.642 -7.853 -3.731
H 2.806 -6.571 -3.384
H 8.302 -7.893 -1.263
H 7.224 -8.084 0.042
H 7.757 -6.415 -0.354
C -0.010 -2.246 3.693
O -0.296 -2.856 4.925
P -0.502 -4.493 5.184
O -0.868 -4.797 6.577
O -1.688 -4.874 4.110
C -2.010 -6.202 3.968
O 0.839 -5.164 4.573
C 1.883 -5.516 5.440
H 0.881 -1.645 3.877
H -0.860 -1.720 3.257
H 0.140 -3.083 3.012
H -3.034 -6.364 3.631
H -1.920 -6.770 4.894
H -1.320 -6.667 3.265
H 1.525 -6.103 6.286
H 2.240 -4.577 5.864
H 2.673 -6.084 4.948
C -3.458 6.111 4.969
O -4.387 5.861 6.025
P -5.724 4.984 5.822
O -5.466 3.699 5.111
O -6.297 4.834 7.343
C -7.250 3.803 7.730
O -6.655 6.090 5.042
C -6.984 7.309 5.656
H -3.466 5.372 4.168
H -2.420 6.230 5.280
H -3.643 7.122 4.606
H -7.218 2.924 7.088
H -8.261 4.212 7.735
H -7.015 3.428 8.727
H -6.340 8.109 5.290
H -6.779 7.300 6.726
H -7.989 7.696 5.486
C -2.860 -4.967 -1.734
O -1.620 -5.542 -2.201
P -1.597 -6.799 -3.159
O -2.598 -6.908 -4.262
O 0.014 -6.761 -3.616
C 0.507 -7.657 -4.607
O -1.671 -8.044 -2.118
C -1.637 -9.383 -2.625
H -2.973 -4.001 -2.226
H -2.756 -4.737 -0.673
H -3.701 -5.656 -1.811
H 1.012 -7.138 -5.422
H -0.207 -8.317 -5.099
H 1.200 -8.360 -4.146
H -2.432 -10.046 -2.284
H -0.672 -9.877 -2.512
H -1.911 -9.509 -3.672
C -2.580 -1.331 -3.132
O -2.137 -1.584 -2.005
N -3.771 -0.667 -3.359
C -4.287 -0.490 -4.727
C -4.589 -0.050 -2.282
H -2.036 -1.563 -4.060
H -4.661 0.506 -4.964
H -5.141 -1.144 -4.906
H -3.459 -0.697 -5.405
H -3.975 0.428 -1.519
H -5.213 0.772 -2.632
H -5.149 -0.824 -1.757
C 0.028 1.775 4.881
O -0.337 2.665 4.100
N 1.190 1.135 4.736
C 1.589 0.253 5.813
C 2.096 1.214 3.618
H -0.531 1.425 5.763
H 0.709 -0.097 6.353
H 2.238 0.791 6.504
H 2.057 -0.640 5.398
H 2.165 0.266 3.085
H 1.744 1.851 2.807
H 3.106 1.518 3.894
C 0.329 -0.724 -6.379
O 0.301 -1.619 -7.213
N -0.409 0.431 -6.437
C -0.195 1.465 -5.513
C -1.425 0.537 -7.533
H 0.923 -0.755 -5.453
H 0.180 2.371 -5.989
H 0.566 1.141 -4.803
H -1.098 1.847 -5.038
H -1.418 1.474 -8.089
H -1.394 -0.349 -8.167
H -2.421 0.525 -7.092
C 0.649 -3.626 -0.164
O 0.808 -2.542 0.358
N 1.413 -4.686 0.253
C 1.263 -6.009 -0.406
C 2.338 -4.599 1.336
H -0.148 -3.784 -0.908
H 1.117 -6.757 0.374
H 2.223 -6.232 -0.873
H 0.447 -6.130 -1.118
H 3.230 -5.095 0.952
H 2.622 -3.647 1.783
H 1.964 -5.106 2.225
C 4.927 2.529 -7.278
O 5.313 2.378 -8.436
N 4.560 1.506 -6.488
C 3.855 1.748 -5.239
C 4.685 0.146 -6.934
H 4.840 3.489 -6.747
H 2.788 1.955 -5.320
H 4.348 2.583 -4.741
H 3.943 0.927 -4.528
H 5.577 -0.370 -6.580
H 3.825 -0.465 -6.658
H 4.850 0.025 -8.004
C -2.913 5.100 -3.647
O -3.570 5.998 -4.247
N -3.405 4.122 -2.883
C -2.571 3.073 -2.232
C -4.859 3.871 -2.831
H -1.815 5.027 -3.615
H -2.708 3.027 -1.151
H -1.520 3.088 -2.522
H -3.008 2.126 -2.546
H -5.105 3.125 -3.587
H -5.229 3.534 -1.863
H -5.468 4.760 -2.995
C 1.493 4.134 -2.844
O 0.828 3.415 -3.600
N 1.840 5.408 -3.076
C 2.492 6.275 -2.123
C 1.573 6.090 -4.386
H 1.821 3.664 -1.904
H 1.685 6.746 -1.561
H 3.080 7.035 -2.637
H 3.092 5.789 -1.353
H 1.296 5.513 -5.268
H 0.812 6.862 -4.268
H 2.457 6.665 -4.663
C 5.523 -3.914 3.300
O 6.620 -4.533 3.150
N 5.298 -3.056 4.331
C 4.067 -2.298 4.464
C 6.361 -2.631 5.283
H 4.634 -3.997 2.656
H 3.296 -2.676 3.792
H 4.384 -1.277 4.253
H 3.685 -2.262 5.484
H 7.207 -3.311 5.187
H 6.739 -1.702 4.856
H 5.946 -2.474 6.279
C -7.804 3.174 -0.283
O -7.865 2.507 -1.340
N -7.420 2.754 0.951
C -7.695 3.584 2.149
C -6.708 1.539 1.251
H -8.209 4.198 -0.266
H -6.829 4.233 2.274
H -7.891 3.017 3.059
H -8.548 4.246 1.997
H -6.522 0.951 0.352
H -5.775 1.881 1.699
H -7.291 0.899 1.914
C 4.047 -0.203 0.474
O 3.779 -0.587 1.592
N 5.304 0.041 -0.012
C 5.501 0.256 -1.422
C 6.477 -0.204 0.845
H 3.299 -0.021 -0.314
H 5.706 -0.631 -2.023
H 6.361 0.923 -1.478
H 4.607 0.737 -1.820
H 7.173 0.593 0.585
H 6.195 -0.213 1.898
H 6.903 -1.194 0.684
C -0.366 2.443 0.667
O -0.253 3.411 -0.029
N -0.020 1.186 0.309
C -0.113 0.132 1.302
C 0.419 0.891 -1.056
H -0.914 2.447 1.622
H -0.787 -0.694 1.074
H -0.582 0.541 2.197
H 0.872 -0.312 1.444
H 0.297 1.742 -1.726
H 1.468 0.597 -1.090
H -0.040 -0.016 -1.450
C 2.096 -1.663 -3.331
O 3.088 -0.932 -3.369
N 1.992 -2.892 -3.960
C 0.742 -3.692 -3.816
C 3.049 -3.403 -4.863
H 1.186 -1.386 -2.777
H 0.485 -4.179 -4.756
H -0.078 -3.022 -3.557
H 1.067 -4.430 -3.083
H 2.749 -3.331 -5.908
H 3.962 -2.818 -4.756
H 3.247 -4.472 -4.781
C 5.243 5.711 0.270
O 5.614 6.869 0.395
N 4.435 4.989 1.103
C 4.144 3.621 0.815
C 3.895 5.581 2.332
H 5.510 5.068 -0.583
H 4.670 3.226 -0.054
H 3.085 3.444 0.626
H 4.319 2.965 1.668
H 2.814 5.717 2.331
H 4.110 5.000 3.228
H 4.284 6.574 2.556
*
```

Summary:
Highest occupied orbital energy = -9.0 eV
M = 1790.7 g/mol
Kohn-Sham gap = 9.06 eV

---

- Among the records above, which one has the lowest highest occupied orbital energy?
  C34H78ClNO10S